Entry from the Open Molecules 2025 dataset: a cluster of 13 separate species, C39H106O41P2S11 in total at a distorted geometry (wB97M-V/def2-TZVPD).

```
! RIJCOSX wB97M-V def2-TZVPD def2/J DEFGRID3
* xyz 0 1
O -3.696 2.651 1.113
S -4.853 1.972 0.625
O -5.945 2.738 0.112
O -4.237 1.010 -0.440
C -5.065 0.315 -1.384
C -4.166 -0.041 -2.655
C -5.221 0.931 1.890
H -5.864 0.966 -1.663
H -5.510 -0.516 -0.878
H -3.200 -0.445 -2.351
H -3.961 0.770 -3.347
H -4.754 -0.825 -3.215
H -4.309 0.316 1.999
H -6.051 0.262 1.714
H -5.420 1.519 2.783
O -4.211 7.454 3.220
S -2.974 7.360 2.525
O -1.870 6.616 3.089
O -3.357 6.617 1.183
C -2.191 6.170 0.284
C -2.771 5.219 -0.701
C -2.465 8.964 2.081
H -1.456 5.751 0.975
H -1.797 7.104 -0.257
H -3.055 4.310 -0.150
H -2.089 4.913 -1.472
H -3.714 5.623 -1.192
H -3.322 9.429 1.665
H -1.662 8.998 1.367
H -2.153 9.484 2.972
O 4.517 -4.043 -3.526
S 3.612 -5.187 -3.513
O 4.044 -6.308 -2.798
O 2.279 -4.715 -2.849
C 1.123 -5.600 -2.717
C 0.485 -5.293 -1.341
C 3.218 -5.634 -5.162
H 1.324 -6.620 -2.672
H 0.541 -5.340 -3.587
H -0.327 -4.538 -1.385
H 1.224 -4.970 -0.605
H 0.077 -6.192 -0.919
H 4.092 -5.357 -5.789
H 2.265 -5.202 -5.519
H 3.123 -6.729 -5.206
O -4.785 -3.823 -1.439
S -3.578 -4.405 -1.881
O -2.354 -3.590 -1.851
O -3.261 -5.723 -1.101
C -2.679 -5.662 0.240
C -3.632 -5.307 1.281
C -3.881 -5.137 -3.455
H -1.823 -5.015 0.189
H -2.300 -6.714 0.343
H -3.038 -5.169 2.226
H -4.472 -5.987 1.441
H -4.025 -4.315 1.015
H -4.724 -5.787 -3.363
H -3.013 -5.709 -3.830
H -4.135 -4.199 -3.963
O -5.182 2.363 5.335
S -4.826 3.690 5.571
O -4.931 4.370 6.804
O -3.275 3.766 5.294
C -2.643 3.102 4.087
C -2.117 1.773 4.571
C -5.463 4.625 4.308
H -1.757 3.742 3.976
H -3.296 3.046 3.214
H -3.000 1.059 4.726
H -1.554 1.848 5.522
H -1.422 1.320 3.858
H -6.529 4.738 4.378
H -5.236 4.149 3.356
H -5.050 5.616 4.378
O 1.796 6.435 -0.709
S 2.353 5.473 0.155
O 1.455 4.673 0.947
O 3.221 4.485 -0.684
C 3.648 4.855 -1.999
C 2.709 4.265 -2.977
C 3.639 6.112 1.222
H 4.594 4.307 -2.043
H 3.690 5.921 -2.093
H 3.190 4.393 -3.933
H 1.712 4.682 -2.992
H 2.544 3.209 -2.762
H 4.226 6.853 0.686
H 4.329 5.278 1.447
H 3.253 6.591 2.108
O 1.594 -0.841 -2.793
S 1.635 -0.439 -1.426
O 2.905 -0.536 -0.735
O 1.177 1.076 -1.379
C 0.717 1.624 -0.096
C -0.746 1.918 -0.192
C 0.454 -1.324 -0.634
H 1.328 2.575 -0.064
H 1.037 0.932 0.754
H -1.025 2.546 0.660
H -1.313 1.006 0.022
H -1.156 2.440 -1.029
H -0.537 -1.238 -1.101
H 0.481 -1.100 0.443
H 0.793 -2.368 -0.799
O 5.128 3.291 2.015
S 5.657 2.721 0.839
O 6.043 3.632 -0.154
O 6.867 1.705 1.215
C 8.291 2.210 0.997
C 9.151 1.448 2.041
C 4.614 1.481 0.084
H 8.243 3.258 1.180
H 8.635 2.033 -0.031
H 9.296 0.413 1.755
H 8.606 1.396 2.971
H 10.077 1.976 2.189
H 3.810 2.041 -0.370
H 4.233 0.844 0.920
H 5.209 0.961 -0.705
O 2.410 -1.374 -8.097
S 2.908 -0.577 -7.008
O 3.824 0.503 -7.299
O 1.701 0.087 -6.295
C 1.901 1.338 -5.541
C 0.482 1.788 -4.986
C 3.594 -1.675 -5.822
H 2.300 2.025 -6.296
H 2.695 1.181 -4.759
H -0.192 2.024 -5.789
H 0.663 2.792 -4.593
H 0.019 1.142 -4.226
H 2.775 -2.368 -5.526
H 4.012 -1.183 -4.976
H 4.438 -2.164 -6.278
O -1.188 -4.572 -5.170
S -0.299 -3.626 -5.790
O 0.804 -3.969 -6.615
O -1.183 -2.607 -6.556
C -0.632 -1.679 -7.565
C -1.475 -1.887 -8.841
C 0.402 -2.734 -4.384
H 0.438 -1.796 -7.738
H -0.758 -0.683 -7.213
H -1.099 -1.225 -9.628
H -2.539 -1.828 -8.793
H -1.268 -2.894 -9.105
H 0.805 -1.746 -4.701
H 1.226 -3.335 -4.003
H -0.350 -2.621 -3.637
O -0.158 -4.480 1.565
S 1.099 -4.427 2.237
O 1.889 -5.629 2.259
O 1.930 -3.361 1.575
C 3.328 -3.238 1.464
C 3.793 -3.877 0.141
C 0.713 -3.800 3.830
H 3.777 -3.638 2.404
H 3.496 -2.160 1.441
H 4.865 -4.109 0.161
H 3.460 -3.235 -0.653
H 3.344 -4.847 -0.001
H 1.583 -4.038 4.489
H -0.167 -4.321 4.195
H 0.391 -2.755 3.703
C -4.589 -4.691 4.670
O -3.444 -3.816 4.683
P -3.366 -2.238 4.461
O -2.197 -1.671 5.193
O -3.465 -1.914 2.913
C -2.271 -1.670 2.128
O -4.743 -1.653 4.992
C -4.800 -1.072 6.351
H -5.418 -4.339 5.307
H -4.308 -5.686 5.027
H -4.911 -4.814 3.686
H -2.651 -1.076 1.271
H -1.739 -2.587 1.843
H -1.619 -1.086 2.741
H -5.560 -1.584 6.939
H -5.040 -0.036 6.352
H -3.844 -1.181 6.872
C 0.402 -0.402 6.004
O 1.648 -0.501 5.212
P 1.748 0.118 3.765
O 0.837 -0.360 2.701
O 1.661 1.666 3.981
C 1.564 2.776 3.028
O 3.261 -0.138 3.399
C 4.341 0.351 4.191
H -0.423 -0.404 5.314
H 0.385 0.409 6.743
H 0.402 -1.311 6.592
H 1.880 3.704 3.522
H 0.485 2.897 2.756
H 2.198 2.554 2.192
H 4.072 1.244 4.816
H 5.112 0.704 3.441
H 4.788 -0.402 4.854
*
```

HOMO energy: -10.53 eV
LUMO energy: 0.3 eV